Version one
A molecular structure, C12H22N2O4Pd, computed with ωB97M-V with the def2-TZVPD basis set.

Properties
Frontier orbital gap   5.237 eV
HOMO energy   -0.162 eV

ORCA input file:
```
! RIJCOSX wB97M-V def2-TZVPD def2/J DEFGRID3
* xyz -2 1
Pd -0.5140 -0.2070 0.1598
N -1.2838 3.0756 0.5588
C -1.3384 2.6310 1.9578
C -2.2117 1.4085 2.2704
O -3.0544 1.5371 3.1970
N -2.0072 0.3278 1.5414
C -2.8948 -0.7921 1.7788
C -3.1094 -1.6461 0.5169
O -4.0183 -2.4934 0.5401
O -2.3172 -1.4219 -0.4553
H -0.8174 2.3311 0.0430
H -2.2308 3.0759 0.1927
H -1.7228 3.4401 2.5820
H -0.3140 2.4183 2.2744
H -3.8638 -0.4666 2.1609
H -2.4753 -1.4679 2.5393
C 2.0128 0.6159 2.5442
C 2.3657 -0.0401 1.2026
C 2.4702 -1.5539 1.4096
C 3.7252 0.4888 0.7314
C 1.2660 0.3028 0.1953
H 2.7590 0.3656 3.3107
H 1.0278 0.2831 2.8751
H 1.9782 1.7041 2.4424
H 3.1947 -1.8054 2.1972
H 2.7733 -2.0415 0.4798
H 1.4915 -1.9541 1.6784
H 4.5284 0.2139 1.4271
H 3.7035 1.5781 0.6435
H 3.9725 0.0762 -0.2514
H 1.5351 1.2930 -0.2292
C -0.7203 -1.6144 -3.0754
C -0.6353 -0.5677 -4.1325
C -0.1091 -0.9679 -5.5094
O -0.9616 0.5821 -3.9429
H -0.4860 -2.6110 -3.4505
H -1.6871 -1.6000 -2.5661
H -0.0237 -1.3345 -2.2697
H 0.4773 -1.8858 -5.4829
H 0.4830 -0.1498 -5.9182
H -0.9677 -1.1277 -6.1671
*
```

Version two
A molecular structure, C12H22N2O4Pd, computed with ωB97M-V with the def2-TZVPD basis set.

Properties
Frontier orbital gap   5.350 eV
HOMO energy   -0.444 eV

ORCA input file:
```
! RIJCOSX wB97M-V def2-TZVPD def2/J DEFGRID3
* xyz -2 1
Pd 0.1303 -0.3568 1.1858
N -1.7173 -0.9114 -1.4855
C -2.9544 -0.7585 -0.7223
C -2.9905 -1.2234 0.7400
O -4.1404 -1.4400 1.2045
N -1.8425 -1.3615 1.3760
C -1.9985 -1.8400 2.7382
C -0.6714 -2.0558 3.4637
O -0.6781 -2.6982 4.5263
O 0.3676 -1.5281 2.9417
H -1.0375 -0.2602 -1.0890
H -1.3189 -1.8088 -1.2173
H -3.7649 -1.2988 -1.2193
H -3.2439 0.2970 -0.7340
H -2.5707 -2.7721 2.7780
H -2.5774 -1.1299 3.3470
C 0.6614 2.8556 1.7686
C 1.8531 2.1553 1.1153
C 2.9527 1.9598 2.1701
C 2.3919 3.0390 -0.0159
C 1.4712 0.7802 0.5684
H 0.9458 3.8389 2.1687
H 0.2672 2.2381 2.5770
H -0.1416 2.9834 1.0402
H 3.2490 2.9170 2.6190
H 3.8391 1.5021 1.7212
H 2.5916 1.2949 2.9570
H 2.6495 4.0406 0.3503
H 1.6438 3.1448 -0.8062
H 3.2912 2.5990 -0.4586
H 2.3789 0.4234 0.0334
C 1.3759 -0.8214 -2.8629
C 2.2797 0.0857 -3.6372
C 3.5991 0.4241 -2.9734
O 2.0099 0.5283 -4.7357
H 1.8551 -1.8013 -2.7688
H 0.3938 -0.9128 -3.3181
H 1.2643 -0.4630 -1.8313
H 3.4497 0.6501 -1.9174
H 4.0748 1.2595 -3.4834
H 4.2484 -0.4533 -3.0371
*
```

Among the structures shown above, version two is the most stable, with the second-best lying 0.0093 hartree higher.